156
Properties=species:S:1:pos:R:3:forces:R:3 method="wB97M-V/def2-TZVPD" total_energy_ha=-4629.1067 e_lumo_ev=-7.2143 homo_lumo_gap_ev=2.151 largest_force_ev_per_a=3.55 homo_energy_ev=-9.36 total_charge=+1 relative_energy_kcal_mol=230.9
Zn -1.4288 1.4637 -5.6651 1.11 -0.61 -0.55
C -3.1428 -0.7592 0.8028 0.86 1.52 0.90
C -1.8804 -0.0140 0.1331 -1.75 -0.61 -2.40
C -0.5708 -0.2571 0.8145 0.81 -0.48 -0.58
O -1.8152 -0.0456 -1.3140 -0.14 -0.09 3.19
H -3.3054 -0.1920 1.7192 0.37 0.19 0.41
H -2.9007 -1.7389 1.2148 -0.10 -0.31 -0.83
H -4.1437 -0.6038 0.4001 0.44 -0.61 -1.01
H -2.0871 1.0307 0.3652 -0.51 0.92 -0.34
H -0.2904 -1.2676 0.5172 0.43 -0.09 0.39
H -0.5434 -0.1252 1.8962 -0.47 -0.21 -0.06
H 0.1611 0.4431 0.4118 0.10 -0.12 -0.11
C 7.7250 6.8330 12.7843 -0.28 -0.32 1.24
O 6.9980 5.5878 12.7344 -0.04 1.01 -1.38
C 5.6316 5.8650 12.3479 0.83 -0.84 1.14
C 4.7435 4.6864 11.9591 -0.10 2.01 -1.29
N 4.8757 4.2030 10.5802 -0.23 -0.65 0.96
C 5.9527 3.2861 10.4919 0.45 -2.19 -1.80
C 6.0303 2.7292 9.0383 -0.22 0.57 -1.21
O 5.7706 3.7762 8.0735 -0.14 -0.73 0.66
C 5.7474 3.2944 6.7350 1.17 1.39 0.17
H 7.6352 7.5112 11.9357 -0.11 -0.50 -0.53
H 8.7752 6.6616 13.0206 -0.07 -0.39 -0.33
H 7.3491 7.4072 13.6311 -0.18 0.18 0.23
H 5.5757 6.5863 11.5325 0.22 0.20 -0.04
H 5.1433 6.2609 13.2383 -0.06 0.57 0.11
H 3.8339 5.2868 11.9780 -0.78 -0.61 0.12
H 4.6804 3.9072 12.7187 0.16 -0.17 -0.35
H 5.0263 4.8664 9.8336 -0.40 0.74 0.44
H 5.6805 2.3730 11.0213 0.27 0.05 0.67
H 6.9110 3.6607 10.8517 0.20 0.04 -0.05
H 5.3253 1.9336 8.7971 -0.72 -0.02 0.73
H 6.9480 2.2539 8.6919 0.76 0.20 0.82
H 6.4237 4.0156 6.2761 -0.33 0.05 -0.86
H 4.7578 3.3391 6.2802 -0.04 -0.19 0.15
H 6.2573 2.3463 6.5641 -0.35 -0.39 0.41
C -13.9036 3.7918 3.2219 0.67 -0.16 0.10
O -12.4913 3.6941 3.4424 -0.75 -0.82 -0.75
C -11.6366 4.4811 2.6272 1.34 1.29 2.10
C -11.9793 5.1331 1.3465 -1.74 0.47 -0.41
N -12.0619 4.2755 0.2088 0.61 -1.53 -1.37
C -10.8350 3.6584 -0.2874 0.17 1.48 -1.19
C -11.0743 2.9300 -1.6155 -0.76 -0.39 0.79
O -11.9180 1.8033 -1.5142 -0.35 -0.26 -1.27
C -11.4715 0.7090 -0.7937 0.68 0.62 0.97
H -14.4089 2.9847 3.7522 0.39 -0.27 -0.08
H -14.0960 3.6853 2.1543 -0.44 0.28 0.04
H -14.3247 4.6912 3.6711 0.07 0.43 -0.41
H -10.6822 3.9753 2.4814 -0.15 -0.68 0.13
H -11.3564 5.3064 3.2818 0.17 0.40 0.21
H -11.3533 6.0122 1.1941 0.77 -0.44 -0.23
H -12.9331 5.6602 1.3702 -0.45 -0.18 0.44
H -12.5711 3.4279 0.4148 -1.07 0.30 0.35
H -10.2709 3.0679 0.4345 -0.02 -0.33 0.12
H -10.1608 4.4494 -0.6159 0.25 0.32 0.27
H -10.0742 2.7148 -1.9916 0.04 -0.43 -0.48
H -11.6976 3.4722 -2.3266 0.76 0.94 0.13
H -12.2389 -0.0621 -0.8610 0.16 0.10 0.45
H -11.2487 1.1384 0.1831 -0.49 -0.95 0.91
H -10.4947 0.3106 -1.0681 0.13 -0.15 -0.83
C 0.9117 3.9070 -4.7646 -1.15 -1.43 1.32
O 0.8900 2.6354 -5.4672 -0.81 1.58 0.94
C 2.0407 2.4800 -6.2130 0.24 -3.13 -0.67
C 1.9803 0.9217 -6.6894 0.40 2.34 -0.04
N 0.6904 0.7065 -7.3570 -0.51 -2.21 0.46
C 0.4374 -0.7859 -7.5085 -1.50 -0.24 0.34
C -1.0554 -1.0859 -7.9961 1.19 2.05 0.08
O -1.9578 -0.2531 -7.2400 0.87 0.07 1.68
C -3.3153 -0.2996 -7.6130 -0.28 -0.16 -1.49
H 0.6692 4.7751 -5.3777 0.16 -0.19 -0.07
H 1.7813 4.0262 -4.1183 0.62 0.07 -0.72
H 0.1694 3.6887 -3.9969 -0.58 0.80 -0.13
H 2.8898 2.6244 -5.5449 0.35 0.03 -0.31
H 2.0460 3.1766 -7.0513 0.26 -0.07 -0.22
H 2.0966 0.2299 -5.8552 -0.22 0.33 0.20
H 2.8273 0.7478 -7.3531 0.06 -0.09 -0.17
H 0.7752 1.0339 -8.3087 -0.18 0.46 -0.14
H 0.5702 -1.3371 -6.5775 0.18 0.54 0.36
H 1.1558 -1.2321 -8.1963 -0.17 -0.03 -0.29
H -1.4489 -2.1020 -7.9647 0.70 -0.14 -0.03
H -1.0370 -0.6545 -8.9970 -0.55 -0.47 -0.45
H -3.2930 -0.5674 -8.6693 -0.46 0.67 -0.39
H -3.7155 0.6958 -7.4200 -0.27 -0.18 -0.25
H -3.9783 -1.0703 -7.2198 0.51 -0.13 0.97
C -6.0617 8.9630 1.3874 -1.09 0.04 1.68
O -5.2800 8.7656 2.5474 0.80 1.75 -1.24
C -5.6986 7.8502 3.4725 1.93 -1.29 0.82
C -4.4471 7.7500 4.4442 -1.31 1.05 -0.49
N -4.6235 6.9567 5.6012 -0.83 -2.14 -0.19
C -4.9473 5.4950 5.3959 0.62 2.64 0.60
C -5.2450 5.0638 6.7674 -2.43 -1.32 1.75
O -4.5275 5.5136 7.9216 1.86 -0.16 -1.59
C -3.0903 5.2418 8.0172 -0.53 -0.48 1.85
H -6.2805 7.9990 0.9282 0.76 0.08 -1.00
H -5.6629 9.8425 0.8819 0.34 -0.79 -0.64
H -7.0697 9.2705 1.6659 -0.38 0.31 0.35
H -5.8120 6.8977 2.9547 -0.64 -0.44 0.13
H -6.5879 8.1785 4.0104 -0.19 -0.24 0.15
H -4.4328 8.7740 4.8174 0.77 0.21 -0.21
H -3.5101 7.4609 3.9681 -0.12 0.41 -0.96
H -3.7739 6.9858 6.1466 -0.12 0.15 0.25
H -4.2057 4.8360 4.9444 0.57 0.33 -0.36
H -5.8762 5.3761 4.8380 0.05 0.15 -0.13
H -5.5191 4.0167 6.6389 1.31 -1.20 0.90
H -6.2641 5.3216 7.0555 -0.03 1.09 -0.20
H -2.5013 5.9793 8.5625 -0.80 1.26 -0.28
H -2.4342 5.0308 7.1728 -0.89 -0.43 -0.58
H -3.0474 4.4985 8.8133 0.31 -0.99 -0.63
C -1.0227 -13.2016 -4.6648 -0.78 0.56 -0.04
O -1.1054 -11.7622 -4.8794 1.84 -1.19 -0.23
C 0.0727 -11.1812 -4.2669 -0.41 -0.07 0.75
C 0.3568 -9.7840 -4.7416 -1.15 0.61 -1.47
N -0.8493 -8.9553 -4.9305 2.11 0.68 0.82
C -1.5607 -8.6665 -3.6994 -0.34 -1.02 0.52
C -0.7368 -8.2018 -2.4702 1.45 1.00 -0.17
O -0.0137 -9.1706 -1.6356 -1.05 -0.66 -1.42
C 0.4734 -8.6811 -0.4165 -0.40 0.83 0.28
H -0.0151 -13.6076 -4.7541 0.11 0.27 -0.15
H -1.6701 -13.7241 -5.3690 0.02 0.32 -0.21
H -1.4023 -13.4605 -3.6764 0.09 0.14 0.27
H 1.0225 -11.6804 -4.4592 -0.21 -0.89 -0.20
H -0.1171 -11.2496 -3.1958 0.26 0.32 0.25
H 0.8617 -9.8202 -5.7069 -0.25 -0.28 -0.36
H 1.1291 -9.2789 -4.1615 -0.41 -0.04 0.67
H -1.4206 -9.2468 -5.7107 -0.08 -0.25 0.43
H -2.1276 -9.5356 -3.3657 -0.37 -0.23 0.12
H -2.2709 -7.8911 -3.9866 -0.10 0.20 0.61
H -1.3160 -7.5027 -1.8669 -0.61 -0.56 0.46
H 0.0071 -7.5060 -2.8582 0.53 0.04 -0.27
H 1.3099 -7.9951 -0.5503 -0.11 0.51 -0.16
H 0.8693 -9.4083 0.2924 -0.23 -0.84 -0.69
H -0.3612 -8.2257 0.1164 0.09 0.54 0.19
C 14.4442 -5.7957 -9.4686 -0.18 -0.80 0.56
O 13.9484 -5.5333 -8.1584 0.46 -0.45 0.04
C 14.2717 -6.5746 -7.2361 -1.23 -0.72 -1.13
C 13.4934 -6.3757 -5.9565 0.63 1.38 0.15
N 12.0681 -6.0717 -6.0535 -0.50 0.03 -1.29
C 11.4908 -5.5270 -4.8363 0.33 -1.45 0.56
C 10.0223 -5.0935 -4.9428 1.16 0.31 0.92
O 9.5808 -4.8108 -3.5655 1.25 -0.82 -3.22
C 8.4492 -3.9961 -3.5632 -0.19 -0.90 2.01
H 13.8923 -6.6077 -9.9422 -0.87 0.30 -0.27
H 15.4085 -6.3033 -9.4442 0.74 0.79 0.21
H 14.4233 -4.8634 -10.0329 0.13 -0.29 -0.01
H 15.3489 -6.6829 -7.1093 0.22 0.59 0.55
H 14.0168 -7.5645 -7.6145 -0.49 -0.14 -0.71
H 13.9586 -5.4591 -5.5939 0.42 -0.06 1.12
H 13.6921 -7.2614 -5.3531 -0.12 0.28 0.43
H 11.9641 -5.3627 -6.7653 0.14 -0.05 -0.48
H 12.0770 -4.7259 -4.3860 0.07 0.55 -0.16
H 11.6402 -6.3549 -4.1432 -0.66 0.03 0.55
H 9.3788 -5.7714 -5.5035 -0.09 -0.60 0.57
H 10.0171 -4.2059 -5.5755 -0.14 0.65 0.27
H 7.6594 -4.3332 -4.2346 0.12 0.34 -0.46
H 8.7161 -2.9394 -3.5739 -0.29 0.12 -0.45
H 8.1268 -4.2930 -2.5652 -0.91 0.93 0.24